Entry from the OMol25 dataset: a cluster of 6 separate species, C17H43O6P in total (wB97M-V/def2-TZVPD).

Orbital gap: 9.4 eV
Total energy: -39898.1298 eV
Lowest unoccupied orbital energy: 0.563 eV
Net charge: 0
Maximum force: 0.45 eV Å⁻¹
SMILES string: CC(C)O.CC(C)O.CC(C)O.CC(C)O.CC(C)O.C#CPO

XYZ file:
```
67
Properties=species:S:1:pos:R:3:forces:R:3:lowdin_charge:R:1
C -2.13669 1.08124 3.40808 -0.064 0.001 0.003 -0.0533
C -1.84483 -0.23599 4.10995 0.113 0.033 -0.119 -0.5063
C -0.36343 -0.58125 4.07400 -0.009 -0.054 0.014 -0.0616
O -2.61782 -1.28971 3.54583 -0.043 0.071 0.027 -0.0711
H -1.84703 1.01709 2.35514 0.036 0.004 0.009 0.0815
H -3.20226 1.30858 3.44876 0.004 0.000 0.017 0.0655
H -1.58880 1.90747 3.86384 0.004 -0.003 0.005 0.0832
H -2.17326 -0.17208 5.14927 -0.004 -0.030 0.007 0.1199
H -0.02667 -0.69068 3.03845 0.011 0.031 -0.002 0.0683
H -0.17989 -1.52582 4.58610 -0.006 0.002 0.001 0.0806
H 0.23756 0.19762 4.54651 -0.004 0.009 -0.006 0.0785
H -2.34914 -1.38787 2.62328 -0.069 -0.058 -0.023 0.0354
C 1.00930 -0.08928 -3.08362 -0.015 -0.024 0.086 -0.0641
C 0.50916 -1.50511 -3.30062 0.057 0.069 -0.058 -0.4866
C -0.20469 -1.65975 -4.63293 -0.046 -0.063 0.034 -0.0543
O -0.35386 -1.90479 -2.22706 -0.146 0.069 0.213 -0.0719
H 0.17934 0.62240 -3.08138 0.011 0.015 -0.043 0.0759
H 1.52009 -0.00571 -2.12374 0.016 -0.014 -0.011 0.0816
H 1.70589 0.20424 -3.86956 0.005 -0.013 -0.005 0.0785
H 1.35122 -2.19376 -3.25339 -0.002 -0.004 0.034 0.1150
H -1.07697 -1.00050 -4.67680 0.023 0.030 -0.017 0.0814
H -0.54975 -2.68504 -4.76767 0.012 0.000 0.002 0.0788
H 0.45755 -1.40250 -5.46063 0.006 0.006 0.005 0.0807
H -1.11993 -1.31829 -2.24262 -0.049 -0.037 -0.131 0.0872
C 4.41721 -4.31310 -2.27616 -0.061 0.023 0.021 -0.0588
C 4.32127 -3.56502 -3.59594 0.062 -0.052 0.061 -0.4996
C 5.65635 -3.50462 -4.31906 -0.017 0.055 -0.031 -0.0616
O 3.79430 -2.25372 -3.39221 -0.010 0.023 -0.052 -0.0641
H 5.12121 -3.80751 -1.60802 0.024 -0.019 -0.010 0.0804
H 3.44464 -4.34753 -1.78467 0.000 0.003 -0.005 0.0739
H 4.76875 -5.33478 -2.42518 0.009 0.001 -0.006 0.0807
H 3.58520 -4.05666 -4.23559 -0.008 0.009 -0.004 0.1384
H 6.39359 -2.97734 -3.70656 0.009 -0.029 0.012 0.0810
H 5.55657 -2.97028 -5.26361 -0.007 -0.006 0.002 0.0789
H 6.03969 -4.50516 -4.52273 -0.001 -0.006 0.007 0.0801
H 4.40700 -1.77042 -2.82738 0.006 0.016 0.006 0.0902
C -7.12150 2.26222 5.74784 -0.003 0.056 -0.016 -0.0636
C -5.62484 2.19129 5.49003 -0.059 -0.043 0.066 -0.5068
C -4.97801 1.02254 6.21331 0.069 0.015 0.011 -0.0541
O -4.99260 3.42130 5.84401 0.015 -0.004 -0.053 -0.0538
H -7.31345 2.40210 6.81575 -0.003 -0.032 0.003 0.0800
H -7.56265 3.10223 5.21166 0.007 -0.004 -0.005 0.0784
H -7.61998 1.34493 5.43185 0.007 -0.007 0.002 0.0797
H -5.44964 2.09264 4.41677 0.012 0.011 -0.003 0.1294
H -5.10516 1.12669 7.29514 -0.054 -0.008 -0.006 0.0829
H -3.90951 0.98989 6.00435 -0.006 0.010 -0.018 0.0581
H -5.41916 0.07355 5.90653 0.003 -0.003 -0.004 0.0871
H -5.11816 3.55442 6.78965 0.010 0.014 0.015 0.0843
C 1.52537 5.61266 -3.59477 -0.058 -0.020 -0.013 -0.0630
C 1.86892 4.34446 -2.83064 0.061 0.048 -0.037 -0.5031
C 3.36453 4.07189 -2.82332 -0.007 -0.060 0.012 -0.0627
O 1.15532 3.22594 -3.35488 -0.026 0.014 0.038 -0.0624
H 1.83851 5.52022 -4.63887 0.027 0.014 0.007 0.0807
H 0.45026 5.78950 -3.57829 0.003 -0.003 0.009 0.0788
H 2.02858 6.48043 -3.16641 0.009 -0.002 0.002 0.0793
H 1.51372 4.43522 -1.80219 -0.008 -0.007 0.000 0.1375
H 3.72801 3.93645 -3.84623 0.007 0.031 -0.001 0.0807
H 3.58403 3.16311 -2.26298 -0.008 0.005 0.004 0.0768
H 3.91520 4.90020 -2.37556 -0.003 0.007 -0.003 0.0791
H 1.43176 3.09999 -4.26919 -0.005 -0.013 -0.015 0.0866
C 1.94359 -2.94311 1.09499 -0.164 -0.045 -0.087 0.0432
C 0.77111 -3.21984 1.14243 0.397 -0.074 0.027 -0.3887
P -0.94516 -3.56995 1.39743 -0.138 -0.085 0.355 0.8052
O -1.64081 -2.41020 0.46072 -0.030 0.294 0.200 -0.3901
H 2.98011 -2.71632 1.00310 -0.045 0.013 0.049 0.0197
H -0.98203 -4.72345 0.57036 0.117 0.142 -0.272 -0.0584
H -1.00482 -1.94000 -0.09772 0.028 -0.321 -0.313 0.0169
```
Forces are in eV/Å.